Entry 1:
C4H3ClO | ωB97M-V/def2-TZVPD

Last column: Mulliken charge in e.
Positions of all 9 atoms, in Å:
C1 -1.1049 -0.9057 -1.0991  -0.435
C2 -1.0218 -0.0476 0.1485  0.894
C3 1.3742 0.1488 -0.3054  -0.581
C4 0.3581 0.3676 0.5349  -0.425
O1 -1.1912 -1.4548 0.0371  -0.114
Cl1 -2.3772 0.9294 0.6171  -0.192
H1 2.4598 0.5218 -0.1236  0.253
H2 1.0176 -0.3192 -1.2999  0.232
H3 0.4855 0.7597 1.4904  0.368

Output
relative energy (zero: lowest compared OMol25 entry of this formula, charge and spin) = 85.6 kcal/mol
E_LUMO = 0.315 eV
electronic energy = -689.4884 hartree


Entry 2:
C4H3ClO2 | ωB97M-V/def2-TZVPD

Last column: Mulliken charge in e.
Positions of all 10 atoms, in Å:
C1 -1.4541 1.4897 0.3100  -0.116
C2 -1.5952 0.6632 1.1421  -0.606
C3 0.6592 -1.2339 -1.3570  0.166
C4 1.0353 -0.3836 0.7929  -0.089
O1 0.0096 -2.1889 -1.1226  -0.343
O2 1.1255 -0.1619 -0.5687  -0.054
Cl1 1.8703 0.9191 1.5679  -0.043
H1 -0.8801 1.9272 -0.3728  0.390
H2 1.0560 -0.9804 -2.3600  0.320
H3 -1.8266 -0.0506 1.9683  0.378

Output
relative energy (zero: lowest compared OMol25 entry of this formula, charge and spin) = 116.4 kcal/mol
E_LUMO = -0.634 eV
electronic energy = -764.6935 hartree


Entry 3:
C4H3ClOS | ωB97M-V/def2-TZVPD

Last column: Mulliken charge in e.
Positions of all 10 atoms, in Å:
O1 -2.5002 1.2774 -0.0183  -0.475
C1 -1.3623 0.9298 -0.0292  0.455
S1 0.2367 1.8701 -0.0116  -0.139
C2 1.3265 0.3213 0.0785  -0.535
C3 0.4666 -0.8555 -0.1316  -0.309
C4 -0.8778 -0.5950 -0.1179  0.116
Cl1 -2.1358 -1.8176 -0.0272  -0.171
H1 1.6202 0.0935 1.1503  0.301
H2 2.1395 0.5419 -0.6271  0.385
H3 1.0866 -1.7658 -0.2658  0.373

Output
relative energy (zero: lowest compared OMol25 entry of this formula, charge and spin) = 9.5 kcal/mol
E_LUMO = 0.156 eV
electronic energy = -1087.8073 hartree
SMILES = O=C1SCC=C1Cl


Entry 4:
C4H3CoO4 | ωB97M-V/def2-TZVPD

Last column: Löwdin spin population.
Positions of all 12 atoms, in Å:
O1 -0.2222 2.9774 -1.2616  0.064
C1 -0.5620 3.8203 -0.5776  0.235
Co1 0.2150 1.3800 -2.3453  2.923
C2 0.6199 -1.6086 0.6954  0.090
C3 0.8952 -0.4220 -0.1432  0.030
O2 -0.1016 0.1581 -0.5874  0.065
C4 -1.4888 -0.5838 0.7691  -0.020
O3 -0.6910 -1.4009 1.2759  0.270
O4 -2.4991 -0.0521 0.8797  0.272
H1 1.3492 -1.7078 1.5129  0.016
H2 0.5712 -2.5181 0.0754  0.045
H3 1.9143 -0.0424 -0.2935  0.011

Output
relative energy (zero: lowest compared OMol25 entry of this formula, charge and spin) = 0.0 kcal/mol
E_LUMO (spin up / spin down) = -20.215 / -26.567 eV
multiplicity = 5
electronic energy = -1835.5060 hartree
<S²> = 6.0196
total charge = +4


Entry 5:
C4H3EuO | ωB97M-V/def2-TZVPD

Last column: Löwdin spin population.
Positions of all 9 atoms, in Å:
C1 -0.3566 -1.3785 -0.2617  -0.015
C2 -1.6122 -0.8420 -0.5040  -0.002
C3 -0.6586 -0.0367 -0.0237  -0.001
H1 -2.6232 -1.0447 -0.8524  0.000
C4 0.5442 1.1138 0.3790  0.140
O1 1.7586 0.5786 0.2712  0.737
Eu1 2.1185 -1.8435 -0.2155  7.028
H2 0.3796 1.4170 1.4371  0.066
H3 0.4499 2.0359 -0.2299  0.047

Output
relative energy (zero: lowest compared OMol25 entry of this formula, charge and spin) = 2.9 kcal/mol
E_LUMO (spin up / spin down) = -8.955 / -11.976 eV
multiplicity = 9
electronic energy = -938.9372 hartree
<S²> = 20.0129
total charge = +2


Entry 6:
C4H3F3O | ωB97M-V/def2-TZVPD

Last column: Mulliken charge in e.
Positions of all 11 atoms, in Å:
O1 1.7511 -1.4060 0.6799  -0.435
C1 1.5846 -0.6341 -0.2260  0.504
F1 2.6205 -0.0879 -0.8593  -0.206
C2 -0.1164 -0.1668 -0.5945  -0.184
C3 -0.9696 -0.3724 0.6266  -0.898
C4 -0.7074 0.9749 0.0253  0.790
F2 0.1421 1.7992 0.7135  -0.281
F3 -1.6633 1.7534 -0.5913  -0.276
H1 -0.3463 -0.5032 -1.6276  0.362
H2 -1.8678 -0.6924 0.3376  0.357
H3 -0.4276 -0.6648 1.5158  0.268

Output
relative energy (zero: lowest compared OMol25 entry of this formula, charge and spin) = 28.6 kcal/mol
E_LUMO = 0.779 eV
electronic energy = -528.9841 hartree
SMILES = O=C(F)[C@H]1CC1(F)F


Entry 7:
C4H3FN2O | ωB97M-V/def2-TZVPD

Last column: Mulliken charge in e.
Positions of all 11 atoms, in Å:
N1 3.6877 -0.4711 -0.3419  -0.382
C1 2.5890 -0.0464 -0.0562  0.170
C2 1.2616 0.5406 0.1793  0.587
O1 1.1921 1.7739 -0.1135  -0.542
N2 0.2825 -0.3759 0.2960  -0.261
C3 -0.9953 0.3193 0.0034  -0.353
C4 -2.0975 -0.4164 -0.2342  -0.087
F1 -3.2536 0.3345 -0.1339  -0.234
H1 0.4230 -1.4549 0.8803  0.391
H2 -1.0359 1.3047 0.1708  0.416
H3 -2.0536 -1.5084 -0.6500  0.295

Output
relative energy (zero: lowest compared OMol25 entry of this formula, charge and spin) = 92.3 kcal/mol
E_LUMO = -0.315 eV
electronic energy = -438.7206 hartree
SMILES = N#CC(=O)N/C=C/F


Entry 8:
C4H3FN3O2 | ωB97M-V/def2-TZVPD

Last column: Mulliken charge in e.
Positions of all 13 atoms, in Å:
C1 -0.3175 -0.5091 0.4525  -0.428
H1 -0.1284 2.2261 0.5609  0.444
F1 0.6011 1.8257 1.2506  -0.451
C2 0.7627 -0.6605 -0.5185  0.179
H2 -0.2164 -0.8748 1.4780  0.396
N1 -1.5711 0.4035 0.3900  0.756
O1 -1.5249 1.4306 -0.3607  -0.610
O2 -2.1274 0.5347 1.4801  -0.543
C3 1.7267 -1.6738 -0.3055  0.100
N2 2.4620 -2.5651 -0.1414  -0.618
C4 0.7376 0.1252 -1.6940  0.146
N3 0.8727 0.8750 -2.5789  -0.624
H3 -1.2770 -1.1375 -0.0131  0.254

Output
relative energy (zero: lowest compared OMol25 entry of this formula, charge and spin) = 134.1 kcal/mol
E_LUMO (spin up / spin down) = 2.308 / 2.304 eV
electronic energy = -568.6793 hartree
total charge = -1


Entry 9:
C4H3FO2 | ωB97M-V/def2-TZVPD

Last column: Löwdin spin population.
Positions of all 10 atoms, in Å:
C1 -0.5685 -0.8812 0.1635  0.293
C2 0.7036 -1.0578 0.0091  0.426
C3 1.2984 0.8378 -0.0387  0.396
C4 -1.0335 0.5691 -0.0178  0.030
O1 2.4007 1.2138 0.0441  0.519
O2 0.1634 1.4735 -0.0701  0.161
F1 1.5849 -2.0330 0.0056  0.105
H1 -1.2573 -1.8261 0.0721  0.040
H2 -1.5640 0.8004 -1.0212  0.017
H3 -1.7277 0.9035 0.8535  0.015

Output
relative energy (zero: lowest compared OMol25 entry of this formula, charge and spin) = 71.7 kcal/mol
E_LUMO (spin up / spin down) = 0.919 / -3.225 eV
multiplicity = 3
electronic energy = -404.2819 hartree
<S²> = 2.0143


Number 8 is which compound? C4H3FN3O2


Number 5 is which compound? C4H3EuO